Entry 1:
35
Properties=species:S:1:pos:R:3:forces:R:3 method="wB97M-V/def2-TZVPD" multiplicity=3 orbital_gap_ev="5.82 / 3.55" total_charge=+1
C 3.6460 1.1015 1.0145 3.0 -0.2 -2.1
C 4.1142 0.0030 0.2021 1.7 2.7 -1.3
C 2.5636 1.0019 1.7416 -1.1 -1.5 1.5
C 3.5468 -1.1721 0.2081 -3.8 -3.1 2.8
C 1.9097 -0.3046 2.0946 -0.8 -0.1 -1.6
C 2.2902 -1.4378 1.0999 0.3 1.8 -2.4
C 1.4500 0.2840 -1.5957 0.9 0.9 -0.7
C -4.3902 1.5600 -0.5810 1.5 0.5 -2.1
C 1.2090 -1.6259 -0.1378 -2.6 0.8 0.2
C -0.0948 0.2675 0.2021 -6.1 3.6 4.5
C -2.6961 -0.5677 -1.7098 -1.9 0.5 0.0
N 0.7933 -0.3238 -0.5090 4.1 -2.9 -3.3
O -3.0271 -0.1476 0.9917 -0.7 -0.9 0.0
P -3.7881 -0.1717 -0.4749 1.1 2.7 1.1
H 4.3229 1.9622 0.9411 -0.9 0.1 0.2
H 4.8641 0.2218 -0.5992 -0.4 -0.2 1.1
H 2.2898 1.8314 2.3051 -0.8 1.4 0.9
H 3.6801 -1.9978 -0.4385 0.9 -0.4 -0.8
H 2.2373 -0.6014 3.0725 0.4 -0.1 0.7
H 0.7927 -0.1396 2.1411 1.4 -0.4 0.2
H 2.1208 -2.3775 1.5145 0.8 -1.8 1.0
H 2.5512 0.1255 -1.4098 -0.8 0.2 -0.7
H 1.1439 -0.1757 -2.5416 0.3 0.0 -0.1
H 1.2646 1.3762 -1.6589 0.0 -0.7 0.2
H -3.5667 2.2630 -0.1357 -1.1 -1.3 -1.5
H -4.6439 1.6833 -1.7474 0.6 0.4 2.8
H -5.2230 1.8048 0.0457 -0.8 -0.4 0.1
H 0.2102 -2.1075 0.1488 1.7 0.1 0.5
H 1.5045 -2.1649 -1.0348 0.9 -0.1 0.3
H -0.1088 1.3703 0.3227 0.0 -0.9 -0.2
H -0.8110 -0.3390 0.8274 1.0 0.9 -1.1
H -2.7427 -1.6483 -1.6525 0.6 -0.5 -0.8
H -3.1246 -0.0993 -2.6458 0.8 -0.8 0.8
H -3.6323 -0.5591 1.6377 0.5 0.3 -0.1
H -4.8879 -0.8765 -0.0236 -0.6 -0.7 -0.2

Entry 2:
102
Properties=species:S:1:pos:R:3:forces:R:3 method="wB97M-V/def2-TZVPD" multiplicity=2 orbital_gap_ev="5.34 / 5.22" total_charge=0
Mn 0.0582 -0.1630 0.2680 -0.8 1.8 1.6
N -5.4605 -4.5342 1.7844 -0.2 -0.3 0.2
C -4.9556 -3.4872 1.0501 0.2 0.4 -0.3
C -4.5616 -3.6725 -0.2806 0.0 0.0 0.2
C -4.0454 -2.6240 -1.0159 -0.1 -0.1 -0.2
C -3.9060 -1.3795 -0.4276 0.2 0.5 -0.3
C -4.3464 -1.1626 0.8662 -0.1 0.0 0.0
C -4.8770 -2.2031 1.5998 0.1 -0.1 -0.1
S -3.0297 -0.0659 -1.2528 0.3 0.3 0.3
O -3.1890 1.1465 -0.4984 0.0 -0.1 0.3
O -3.3341 -0.0203 -2.6519 0.1 -0.4 0.2
N -1.4227 -0.4948 -1.0012 -0.5 0.5 -0.5
C -0.9384 -1.6257 -1.5040 0.3 -1.0 -0.6
N 0.2452 -1.9699 -0.9221 -0.9 0.9 0.1
C 0.8648 -3.0493 -1.3579 0.2 -0.2 -0.1
C 0.3239 -3.8409 -2.3610 0.1 0.1 0.1
C -0.9078 -3.4371 -2.8622 0.1 -0.1 0.2
N -1.5380 -2.3594 -2.4441 -0.1 0.2 -0.2
H -5.2199 -5.4599 1.4667 0.0 0.1 0.1
H -5.4507 -4.4173 2.7854 0.0 -0.1 -0.1
H -4.6406 -4.6571 -0.7190 -0.1 -0.1 -0.1
H -3.7245 -2.7537 -2.0363 -0.1 -0.1 0.0
H -4.2587 -0.1727 1.2822 0.0 0.0 0.1
H -5.1950 -2.0428 2.6189 0.0 0.1 0.1
H 1.8083 -3.2965 -0.8855 0.0 0.0 0.0
H 0.8223 -4.7263 -2.7201 0.1 0.0 0.0
H -1.4242 -4.0144 -3.6206 0.0 -0.1 -0.1
O -2.1381 -1.4926 3.4284 -0.1 0.2 0.1
C -1.8155 -0.6517 2.6066 0.3 -0.2 0.0
O -1.0599 -0.9202 1.5907 -0.3 -0.3 0.1
C -2.3580 0.7552 2.7088 -0.1 -0.1 0.0
C -3.5317 0.9288 3.4434 0.2 -0.1 -0.1
C -4.1713 2.1514 3.4885 0.1 0.0 0.0
C -3.6298 3.2381 2.8151 -0.1 0.0 0.0
C -2.4461 3.0962 2.1283 0.2 0.0 0.0
C -1.8019 1.8593 2.0551 0.2 -0.2 0.3
S -0.2909 1.8508 1.1706 -0.5 -1.4 -1.1
H -3.9281 0.0665 3.9619 0.0 0.0 0.0
H -5.0927 2.2582 4.0386 -0.1 0.0 0.1
H -4.1327 4.1929 2.8323 0.0 0.1 0.0
H -1.9946 3.9290 1.6176 0.0 0.2 -0.1
C 2.8470 0.5849 2.8294 -0.3 0.0 -0.1
C 2.3959 -0.6816 2.1761 -0.6 0.2 -0.6
O 1.4937 -0.6613 1.3262 1.8 -0.6 1.1
C 2.9692 -1.9873 2.5297 0.0 -0.6 -0.1
C 2.1840 -3.1222 2.2853 -0.1 0.3 0.0
C 2.6591 -4.3816 2.5887 0.0 -0.1 0.0
C 3.9322 -4.5353 3.1186 0.0 0.1 -0.1
C 4.7249 -3.4191 3.3398 0.1 0.0 0.1
C 4.2537 -2.1503 3.0542 -0.3 0.2 -0.1
H 2.0179 1.2960 2.8000 0.1 0.0 0.1
H 3.6475 1.0097 2.2255 0.0 0.0 -0.1
H 3.1966 0.4234 3.8466 0.0 0.0 0.0
H 1.1902 -2.9847 1.8778 0.0 0.0 0.0
H 2.0312 -5.2439 2.4212 0.0 -0.1 0.0
H 4.3118 -5.5228 3.3417 0.0 0.0 0.1
H 5.7169 -3.5397 3.7479 0.1 0.0 0.0
H 4.8915 -1.2929 3.2079 0.0 0.1 0.1
C 5.2863 2.4467 -1.8423 -0.1 -0.1 0.2
C 4.7376 2.2570 -0.4285 0.4 0.2 0.2
C 5.6213 1.2331 0.2968 -0.3 0.2 -0.2
C 4.7428 3.5902 0.3324 -0.1 -0.4 -0.2
O 3.4037 1.7630 -0.4233 0.2 0.3 0.4
Si 2.3869 1.3618 -1.6343 -0.7 -0.5 0.3
O 1.1294 0.6834 -0.9085 0.4 0.6 -0.9
O 3.1872 0.2865 -2.5576 0.2 -0.2 0.2
C 2.9328 -0.1616 -3.8778 0.1 -0.2 -0.6
C 3.5869 -1.5418 -4.0039 -0.2 0.4 0.1
C 1.4347 -0.2549 -4.1500 0.2 0.0 0.2
C 3.5668 0.8313 -4.8587 -0.1 -0.2 0.3
O 1.9830 2.5819 -2.6305 0.1 0.0 0.0
C 1.4244 3.8860 -2.5589 -0.1 0.6 -0.2
C 2.5289 4.8908 -2.9211 -0.3 -0.3 0.1
C 0.3073 3.9687 -3.6059 0.3 -0.1 0.3
C 0.8626 4.1900 -1.1754 0.1 -0.3 -0.3
H 6.2213 2.9985 -1.8097 0.1 0.1 0.0
H 4.5709 2.9782 -2.4566 -0.1 0.2 -0.2
H 5.4664 1.4800 -2.2986 0.0 -0.1 -0.1
H 6.6712 1.4468 0.1141 0.1 0.0 0.0
H 5.3791 0.2444 -0.0809 0.1 -0.2 -0.1
H 5.4437 1.2564 1.3683 0.1 0.0 0.2
H 5.7555 3.9790 0.3991 0.1 0.1 0.0
H 4.3441 3.4598 1.3352 0.0 -0.1 0.2
H 4.1163 4.3174 -0.1738 0.0 0.1 -0.1
H 3.0302 -2.2772 -3.4289 -0.1 -0.1 0.1
H 4.5991 -1.5016 -3.6126 0.2 0.0 0.0
H 3.6149 -1.8557 -5.0439 0.0 -0.1 -0.1
H 0.9570 -0.8820 -3.4048 -0.1 -0.2 0.1
H 1.2494 -0.6692 -5.1370 0.0 0.0 -0.1
H 0.9967 0.7332 -4.0731 -0.2 0.2 -0.1
H 4.6447 0.8640 -4.7150 0.1 0.0 0.0
H 3.1481 1.8144 -4.6642 0.0 0.1 -0.1
H 3.3473 0.5492 -5.8857 0.0 0.0 -0.1
H 3.0304 4.5745 -3.8327 0.0 0.0 -0.1
H 3.2638 4.9614 -2.1243 0.1 0.0 0.1
H 2.1001 5.8759 -3.0841 0.0 0.1 0.0
H 0.7017 3.7287 -4.5906 0.0 0.0 -0.1
H -0.1104 4.9728 -3.6303 -0.1 0.1 0.0
H -0.4823 3.2638 -3.3601 -0.1 -0.1 0.0
H 1.6151 4.0077 -0.4138 0.2 0.1 0.2
H 0.0174 3.5395 -0.9707 -0.1 0.0 0.0
H 0.5380 5.2261 -1.1230 0.0 0.1 0.0

Entry 3:
39
Properties=species:S:1:pos:R:3:forces:R:3 method="wB97M-V/def2-TZVPD" e_above_lowest_kcal_mol=7.50 orbital_gap_ev=8.29 total_charge=+2
Rh -0.1056 -0.0218 -0.1424 -0.5 0.3 0.9
C 1.6051 -0.3175 2.0949 0.0 0.0 0.0
C 2.5353 0.2018 1.0229 0.0 0.0 0.0
N 1.9034 -0.0348 -0.3154 0.1 -0.1 -0.2
C 2.2977 0.9715 -1.3453 0.0 0.0 0.0
C 1.7444 2.3546 -1.0148 0.0 0.0 0.0
S 0.0371 2.2528 -0.3402 0.1 0.0 0.0
C 0.2849 2.6416 1.4406 0.0 0.0 0.0
C -0.2060 1.5028 2.3128 0.0 0.0 0.0
N 0.2123 0.1556 1.8026 0.2 0.1 0.0
H 1.5696 -1.4065 2.0787 0.0 0.0 0.0
H 1.9087 0.0042 3.0913 0.0 0.0 0.0
H 2.7059 1.2702 1.1288 0.0 0.0 0.0
H 3.5062 -0.2909 1.0681 0.0 0.0 0.0
H 2.1761 -0.9595 -0.6526 0.0 0.0 0.0
H 3.3863 1.0079 -1.4315 0.0 0.0 0.0
H 1.9019 0.6172 -2.2970 0.0 0.0 0.0
H 2.3512 2.9081 -0.3006 0.0 0.0 0.0
H 1.6867 2.9556 -1.9211 0.0 0.0 0.0
H 1.3352 2.8788 1.5927 0.0 0.0 0.0
H -0.2928 3.5406 1.6505 0.0 0.0 0.0
H 0.1578 1.6197 3.3352 0.0 0.0 0.0
H -1.2940 1.4894 2.3342 0.0 0.0 0.0
H -0.4310 -0.5260 2.2127 0.0 0.0 0.0
F -4.1445 0.3718 -2.0614 0.0 0.0 0.0
C -4.4520 -0.4136 -1.0488 0.0 0.1 0.0
F -4.9867 -1.5357 -1.4603 0.0 0.0 0.0
F -5.2260 0.2055 -0.1883 0.0 0.0 0.0
S -2.8785 -0.8479 -0.1465 0.1 -0.2 -0.1
O -2.2279 0.4334 0.2515 0.4 -0.3 -0.1
O -3.1429 -1.7733 0.8985 -0.1 0.1 0.0
N -1.9046 -1.3820 -1.3152 -0.2 -0.3 -0.2
S -1.0356 -2.6554 -0.9204 -0.1 0.1 -0.2
O -0.0460 -2.1209 0.0910 -0.1 0.1 0.0
O -1.6538 -3.8881 -0.6397 0.1 -0.1 0.1
C -0.0152 -2.8002 -2.4627 0.0 0.0 0.0
F 0.6900 -1.6470 -2.5935 0.0 0.0 0.0
F 0.8253 -3.7935 -2.3027 0.0 0.0 0.0
F -0.7782 -2.9686 -3.5063 0.0 0.0 0.0

Entry 4:
58
Properties=species:S:1:pos:R:3:forces:R:3 method="wB97M-V/def2-TZVPD" e_above_lowest_kcal_mol=19.86 smiles="COC[C@H](C)N.COC[C@H](C)N.NC(N)=O.NC(N)=O.NC(N)=O" orbital_gap_ev=8.86 total_charge=0
C 7.3797 1.0892 1.2829 0.4 0.2 0.2
O 5.9889 1.3211 1.2150 -0.2 0.3 -0.1
C 5.5918 1.6638 -0.1016 -0.1 -0.7 -0.6
C 4.0711 1.5088 -0.3085 0.5 -0.3 0.1
C 3.6120 2.0456 -1.6579 -0.9 -0.8 -0.1
N 3.3150 2.1646 0.7835 1.4 0.2 0.5
H 7.9553 1.8902 0.8082 -0.1 0.2 0.1
H 7.7049 0.1696 0.7871 -0.4 -0.2 0.0
H 7.6654 1.0442 2.3314 -0.1 0.0 0.0
H 5.8679 2.6823 -0.4064 0.2 0.2 0.4
H 6.1711 0.9925 -0.7458 -0.4 0.0 -0.5
H 3.7832 0.4583 -0.2239 0.3 -0.1 -0.1
H 4.2007 1.7897 -2.5398 0.8 0.5 0.4
H 3.3566 3.0993 -1.5562 0.3 0.1 -0.4
H 2.7064 1.4977 -1.9404 -0.4 0.4 0.4
H 3.8174 1.8091 1.6047 -0.6 -0.4 0.2
H 3.6929 3.1148 0.8550 -0.6 0.3 -0.5
C -2.3955 -6.5394 -0.3034 -0.5 -0.4 0.5
O -2.7188 -5.8162 0.8789 0.4 1.0 -0.4
C -2.9453 -4.4506 0.5061 -0.6 0.3 -0.7
C -2.8298 -3.3969 1.5898 -0.2 0.5 1.7
C -3.8075 -3.6175 2.7630 0.1 -0.6 -0.3
N -3.0580 -2.0384 1.0516 0.6 -1.0 0.0
H -3.0408 -6.2318 -1.1300 0.0 0.0 -0.1
H -2.6079 -7.5850 -0.0829 0.2 -0.1 -0.1
H -1.3528 -6.4233 -0.6069 0.1 0.1 0.1
H -2.3118 -4.1707 -0.3420 0.5 0.0 0.2
H -3.9484 -4.3671 0.0686 -0.2 -0.1 0.2
H -1.8456 -3.4333 2.0770 0.3 -0.4 -0.4
H -3.7920 -4.6973 2.9279 -0.6 0.0 0.2
H -4.7964 -3.2075 2.5483 -0.1 -0.5 -0.4
H -3.5470 -3.1502 3.7156 0.6 0.1 -0.2
H -3.2471 -1.4896 1.8826 -0.1 0.4 -0.2
H -2.1513 -1.7131 0.7011 -0.7 0.3 -0.1
N -3.2185 4.4761 0.3171 -0.7 1.1 -0.6
C -2.9260 3.1745 0.1616 2.2 -0.8 0.0
N -2.5066 2.5765 1.3266 -0.7 -0.1 -0.4
O -2.8380 2.6488 -0.9519 -0.5 0.5 1.0
H -3.1080 4.9748 1.1769 -0.1 -0.1 0.2
H -3.2642 5.0127 -0.5340 -0.1 0.0 0.1
H -2.1109 1.6497 1.3185 -0.1 0.0 -0.3
H -2.2765 3.1884 2.0830 0.1 -0.2 0.3
N -2.9332 0.8545 -3.0429 -0.1 0.8 1.7
C -2.2130 1.2864 -4.0874 -1.0 -0.3 -2.7
N -1.4313 2.3714 -3.8163 0.4 0.5 0.9
O -2.3227 0.8450 -5.2410 0.6 -0.1 1.0
H -3.0353 1.5385 -2.2881 0.1 -0.9 -0.1
H -3.6216 0.1297 -3.0730 0.1 -0.1 -0.6
H -0.8149 2.7806 -4.4886 -0.2 -0.2 -0.3
H -1.4843 2.8027 -2.9106 0.1 -0.1 0.1
N 0.3198 1.4972 0.2527 0.3 0.6 -0.4
C 0.0223 0.1990 0.4986 -1.1 0.2 0.5
N 0.9445 -0.3860 1.3186 0.4 -0.7 0.0
O -1.0498 -0.2944 0.1438 1.0 0.0 0.3
H 1.2930 1.7665 0.1748 -0.1 0.3 0.3
H -0.3838 2.0414 -0.2183 0.1 -0.2 -0.4
H 1.6289 0.1784 1.7878 0.0 0.2 -0.1
H 0.8461 -1.3253 1.6596 -0.3 0.0 -0.3